# 1
{"formula": "C9H11NO2P", "method": "ωB97M-V/def2-TZVPD", "symbols": ["P", "O", "O", "N", "C", "C", "C", "C", "C", "C", "C", "C", "C", "H", "H", "H", "H", "H", "H", "H", "H", "H", "H", "H"], "positions_angstrom": [[-2.2501, 0.9013, -1.0644], [-1.8989, 1.6873, 0.3010], [-3.7001, 0.7772, -1.3530], [-0.3463, -1.4280, 0.7143], [0.6901, -0.5195, 0.7422], [-2.2966, -2.4989, 0.0703], [2.6720, 0.3897, -0.3632], [2.4070, 0.7285, 2.0098], [1.5471, -0.3406, -0.4151], [3.1016, 1.0387, 0.8044], [-1.4786, -1.3103, 0.1572], [-1.0826, 1.5347, -2.2012], [1.2554, -0.0428, 1.8867], [2.6849, 1.2918, 2.8832], [3.1077, 0.8241, -1.2523], [-2.3680, -2.8078, -1.0451], [-0.9531, 1.6348, 0.0917], [-3.4626, -2.3019, 0.2740], [-2.1019, -3.3521, 0.6360], [0.6233, -0.0587, 2.8218], [3.9332, 1.7440, 0.5722], [-1.0955, 1.2469, -3.1314], [-0.1064, 1.6248, -1.8729], [1.1184, -0.7632, -1.2663]], "forces_ev_per_a": [[0.7, -0.3, -1.1], [0.2, -0.5, -0.3], [0.6, -0.3, 0.2], [-0.1, -0.2, 0.3], [2.4, -0.8, -2.0], [-4.9, 0.0, -2.6], [0.7, 2.2, 0.1], [1.0, 1.3, -2.8], [-2.6, -0.8, 1.9], [0.0, -0.7, 0.2], [0.4, 2.6, -1.0], [-2.9, 0.3, 5.1], [-1.4, 1.3, 3.8], [-0.2, -0.3, 0.5], [0.2, -0.7, -0.5], [0.3, 0.4, 1.6], [0.7, 0.7, 1.2], [2.4, 0.1, -0.4], [1.1, -1.4, 1.1], [0.7, -0.5, -0.9], [-0.6, -0.5, 1.3], [-0.6, -1.7, -5.1], [1.9, 0.2, 1.1], [-0.2, -0.5, -1.7]], "lowdin_charge": [0.536, -0.225, -0.399, 0.043, -0.315, -0.166, -0.147, -0.100, -0.049, -0.115, -0.270, -0.222, -0.087, 0.081, 0.093, 0.093, 0.013, 0.104, 0.018, 0.121, 0.094, -0.115, -0.072, 0.086], "orbital_gap_ha": 0.2449, "charge": -1, "spin_multiplicity": 1, "relative_energy_kcal_mol": 0.00, "lumo_ev": 3.502}


# 2
{"formula": "C9H11NOS", "method": "ωB97M-V/def2-TZVPD", "symbols": ["S", "O", "N", "C", "C", "C", "C", "C", "C", "C", "C", "C", "H", "H", "H", "H", "H", "H", "H", "H", "H", "H", "H"], "positions_angstrom": [[-1.4307, -2.2798, -0.4790], [-1.8625, 2.2932, 0.1478], [-1.7431, 0.3634, -1.0088], [2.4347, -0.7211, -1.1990], [1.0623, -0.7500, -1.0689], [0.4128, -0.1324, 0.0262], [2.5603, 0.7599, 0.6697], [3.1987, 0.0451, -0.3205], [-1.2904, -0.4966, 0.1116], [-1.9879, 1.6943, -0.8417], [-1.7307, -0.3184, 1.5462], [1.1994, 0.6411, 0.8349], [3.0884, 1.3627, 1.4408], [-2.3521, 2.2416, -1.7161], [0.6414, 1.2438, 1.6355], [4.2469, 0.0582, -0.2641], [-2.5731, 0.3499, 1.6211], [2.8778, -1.2763, -1.9389], [-1.6919, -0.0534, -1.8665], [-0.9723, 0.1472, 2.1686], [-2.5446, -2.7307, 0.2824], [0.4689, -1.1965, -1.7850], [-2.0122, -1.2453, 2.0036]], "forces_ev_per_a": [[-1.1, 0.2, 1.2], [0.6, 1.9, 4.3], [-1.2, 0.7, 3.8], [-0.7, 1.4, 1.5], [0.5, 1.3, 2.0], [-1.4, -2.2, -1.5], [0.4, 0.5, 0.9], [-1.0, -0.1, 0.7], [4.4, 0.5, -1.1], [-0.5, -1.7, -3.5], [-0.7, 0.9, -0.1], [-2.7, 1.5, 2.1], [-0.1, -0.5, -0.9], [0.0, -0.4, -0.8], [1.2, -0.9, -1.0], [1.3, -0.2, -0.6], [-0.4, 0.2, -0.1], [1.1, -1.1, -1.8], [-0.2, -1.0, -2.6], [0.2, -0.1, -0.2], [1.3, 0.9, -0.9], [-0.9, -1.3, -1.5], [0.0, -0.6, 0.1]], "lowdin_charge": [0.771, 0.074, 0.037, -0.062, -0.101, -0.148, -0.095, -0.081, -0.616, -0.389, -0.084, -0.082, 0.119, 0.131, 0.133, 0.087, 0.081, 0.078, 0.067, 0.068, -0.086, 0.044, 0.055], "orbital_gap_ha": 0.3536, "smiles": "C[C@@](S)(NC=O)c1ccccc1", "spin_multiplicity": 1, "relative_energy_kcal_mol": 39.67, "lumo_ev": 0.609}


# 3
{"formula": "C9H11O2", "method": "ωB97M-V/def2-TZVPD", "symbols": ["O", "O", "C", "C", "C", "C", "C", "C", "C", "C", "C", "H", "H", "H", "H", "H", "H", "H", "H", "H", "H", "H"], "positions_angstrom": [[-3.6217, -1.6827, 0.0686], [-2.0830, -3.1908, -0.4747], [0.1981, -0.3952, 0.5949], [3.4841, 1.1730, 0.9314], [1.5348, -0.1131, 0.4412], [-0.6929, 0.6516, 0.6667], [-2.8725, -2.2866, -0.6598], [-2.8429, -1.7859, -2.1223], [1.1149, 2.2338, 0.5357], [2.0417, 1.1958, 0.5882], [-0.2689, 1.9728, 0.6374], [1.6231, 3.1829, 0.5784], [3.7286, 1.8467, 1.7770], [-2.5921, -2.6692, -2.6462], [3.8218, 0.2190, 1.3737], [2.0532, -1.1153, 0.4960], [-1.9792, -1.1339, -2.1731], [-1.0240, 2.8101, 0.5785], [-3.6633, -1.2685, -2.3530], [4.0504, 1.4159, -0.0039], [-1.7774, 0.3999, 0.6410], [-0.2327, -1.4599, 0.5242]], "forces_ev_per_a": [[-2.1, 1.4, 2.8], [1.9, -2.4, 1.4], [-1.2, -1.3, -1.1], [1.4, 1.2, -0.1], [-0.3, -2.0, 1.3], [-2.0, 0.4, -0.1], [0.3, 1.0, -3.0], [3.2, -1.3, 1.7], [0.8, -0.4, 0.9], [-1.2, -2.9, 0.0], [0.1, 0.9, -0.9], [-0.7, 0.8, 0.0], [-0.1, 0.3, -0.8], [-0.2, -0.7, -1.3], [-0.4, 0.1, -0.8], [0.7, 1.7, -0.3], [0.3, 0.3, -0.1], [1.0, -1.0, 0.2], [-3.4, 1.8, -1.3], [0.2, -0.1, 1.1], [0.8, 0.3, 0.3], [0.8, 1.7, 0.2]], "lowdin_charge": [-0.062, -0.080, -0.092, -0.087, -0.081, -0.106, -0.896, -0.042, -0.072, -0.311, -0.091, 0.093, 0.078, 0.043, 0.074, 0.124, 0.055, 0.112, 0.004, 0.088, 0.114, 0.135], "orbital_gap_ha": 0.2523, "charge": -1, "spin_multiplicity": 1, "relative_energy_kcal_mol": 35.56, "lumo_ev": 3.109}


# 4
{"formula": "C9H11O2", "method": "ωB97M-V/def2-TZVPD", "symbols": ["O", "O", "C", "C", "C", "C", "C", "C", "C", "C", "C", "H", "H", "H", "H", "H", "H", "H", "H", "H", "H", "H"], "positions_angstrom": [[1.4563, -1.6121, -0.7960], [2.0451, -3.3284, -2.1986], [-0.5378, 1.9658, 0.2240], [-1.1161, 3.1676, -0.4032], [0.7192, -0.2794, 1.7100], [-0.8276, 0.6229, -0.0184], [0.9502, 1.1265, 1.9613], [-0.3002, -0.5052, 0.6294], [1.2803, -2.6911, -1.4582], [0.3080, 2.2118, 1.3232], [-0.2066, -3.3515, -1.2732], [-1.1746, 3.9752, 0.2684], [-1.6149, 0.3622, -0.8101], [0.5245, 3.2462, 1.6170], [-0.5500, -3.8118, -2.2347], [-0.3801, -4.1989, -0.5906], [-2.0155, 3.0859, -1.1249], [1.1755, -0.9482, 2.2115], [-0.3475, 3.5844, -1.0289], [1.9684, 1.2555, 2.4475], [-0.8025, -2.3292, -1.0073], [-0.5540, -1.5484, 0.5516]], "forces_ev_per_a": [[0.1, -1.6, -1.2], [0.1, 0.4, 0.1], [0.3, -0.8, 2.7], [-0.8, -0.2, -2.9], [-6.1, 8.2, -6.0], [-1.8, -1.8, -1.7], [2.1, -2.0, -0.2], [2.6, 1.4, 3.8], [-0.6, -0.4, 1.1], [0.5, -1.0, -0.5], [-0.7, 2.6, -0.8], [-1.0, 0.8, 1.3], [1.2, 0.6, 1.0], [0.1, -0.4, -0.1], [0.3, 0.9, 0.4], [0.5, 0.7, 0.5], [1.2, -0.2, 1.6], [3.2, -4.8, 3.1], [0.6, 0.0, -0.9], [-1.7, 0.5, 0.3], [0.6, -3.1, -0.7], [-0.5, 0.4, -0.7]], "lowdin_charge": [-0.119, -0.093, -0.312, -0.085, -0.019, -0.069, -0.104, -0.070, -0.731, -0.093, -0.059, 0.046, 0.123, 0.096, 0.041, 0.034, 0.108, 0.012, 0.066, 0.102, 0.068, 0.058], "orbital_gap_ha": 0.2739, "charge": -1, "spin_multiplicity": 1, "relative_energy_kcal_mol": 63.49, "lumo_ev": 3.296}


# 5
{"formula": "C9H11O2", "method": "ωB97M-V/def2-TZVPD", "symbols": ["O", "O", "C", "C", "C", "C", "C", "C", "C", "C", "C", "H", "H", "H", "H", "H", "H", "H", "H", "H", "H", "H"], "positions_angstrom": [[-3.6441, 0.7867, -2.1439], [-1.8631, -0.2655, -1.1936], [-0.2017, -0.5658, 2.2435], [-2.4468, 0.5514, -1.9608], [-1.3874, 1.3408, -2.8443], [1.0638, -0.8734, 2.8312], [0.9835, 0.0884, 0.2802], [2.1730, -0.3066, 0.7965], [3.4031, -0.5709, -0.0479], [2.2412, -0.5910, 2.1801], [-0.2292, 0.0723, 1.0396], [3.0784, -1.0284, 2.7305], [-1.0852, 0.5291, 0.5669], [-1.7156, 2.3841, -2.8945], [4.1482, 0.1635, 0.2341], [3.6630, -1.6131, 0.1707], [3.2707, -0.6315, -1.1328], [1.0301, -1.3008, 3.8269], [-0.4405, 1.4574, -2.3332], [-1.0336, -0.8136, 2.8927], [0.9032, 0.2313, -0.7973], [-1.3174, 1.0327, -3.8887]], "forces_ev_per_a": [[-0.3, 0.1, 0.1], [-0.9, 0.1, -0.1], [1.2, 0.0, 1.5], [1.9, -0.4, -0.7], [-1.1, 1.3, 0.4], [-1.4, 0.7, -0.4], [-1.4, -0.1, -0.3], [1.0, -0.1, 0.3], [-0.6, -0.6, 0.2], [-0.5, -1.8, 0.4], [0.9, 0.3, -0.8], [0.5, 0.6, -0.7], [-0.3, -0.6, 0.1], [-0.4, 0.1, -0.2], [0.6, -0.3, -0.2], [0.7, 0.3, 0.3], [-0.4, 0.7, 0.2], [0.3, 0.0, 0.0], [0.5, -0.7, -0.1], [-0.4, 0.3, -0.5], [-0.1, 0.3, 0.3], [0.2, -0.4, 0.2]], "lowdin_charge": [-0.080, -0.126, -0.093, -0.767, -0.053, -0.116, -0.041, -0.310, -0.061, -0.088, -0.060, 0.100, 0.083, 0.042, 0.069, 0.074, 0.074, 0.086, 0.026, 0.091, 0.103, 0.047], "orbital_gap_ha": 0.2733, "charge": -1, "spin_multiplicity": 1, "relative_energy_kcal_mol": 24.71, "lumo_ev": 3.318}